# 1
{"formula": "C44H49Ge4I2N5STi", "method": "the ωB97M-V functional and the def2-TZVPD basis", "mol_weight_g_mol": 1272.1, "de_lowest_kj_mol": 156.3, "total_charge": 3, "largest_force_ev_per_a": 0.562, "gap_ev": [6.575, 6.078], "multiplicity": 2, "homo_ha": [-0.581, -0.581], "total_energy_ev": -330067.84635, "symbols": ["Ti", "N", "C", "C", "C", "C", "C", "C", "C", "N", "C", "C", "N", "C", "H", "H", "H", "H", "H", "H", "H", "C", "Ge", "C", "C", "Ge", "C", "C", "C", "C", "C", "C", "C", "C", "C", "C", "C", "C", "H", "H", "H", "H", "H", "H", "H", "H", "H", "H", "H", "H", "H", "H", "H", "H", "H", "H", "H", "S", "C", "N", "C", "C", "C", "N", "H", "H", "H", "H", "C", "Ge", "C", "C", "Ge", "C", "C", "C", "C", "C", "C", "C", "C", "C", "C", "C", "C", "H", "H", "H", "H", "H", "H", "H", "H", "H", "H", "H", "H", "H", "H", "H", "H", "H", "H", "H", "I", "I"], "coordinates": [[-0.544, -0.600, -0.256], [5.341, 7.673, -3.677], [4.729, 6.881, -3.116], [3.960, 5.889, -2.412], [3.048, 6.280, -1.434], [2.303, 5.325, -0.764], [2.488, 3.987, -1.070], [3.400, 3.584, -2.032], [4.134, 4.540, -2.712], [1.715, 2.995, -0.376], [1.411, 2.999, 0.971], [0.630, 1.919, 1.193], [0.453, 1.240, -0.007], [1.131, 1.930, -0.924], [2.919, 7.330, -1.211], [1.577, 5.627, -0.020], [3.546, 2.532, -2.240], [4.850, 4.248, -3.467], [1.784, 3.758, 1.636], [0.190, 1.576, 2.112], [1.183, 1.705, -1.976], [2.928, -3.478, -3.031], [3.676, -1.956, -2.072], [3.495, -0.319, -3.109], [5.502, -2.253, -1.432], [2.639, -1.831, 0.183], [2.277, -3.476, 1.074], [2.799, -4.635, 0.488], [2.695, -5.857, 1.136], [2.038, -5.937, 2.357], [1.491, -4.796, 2.940], [1.618, -3.571, 2.310], [3.073, -0.350, 1.307], [3.887, 0.613, 0.690], [4.485, 1.616, 1.436], [4.252, 1.683, 2.804], [3.420, 0.755, 3.425], [2.835, -0.258, 2.686], [3.733, -4.171, -3.276], [2.489, -3.124, -3.965], [2.173, -4.020, -2.464], [3.709, -0.574, -4.148], [4.218, 0.433, -2.796], [2.484, 0.082, -3.062], [6.090, -2.653, -2.259], [5.547, -2.970, -0.612], [5.952, -1.316, -1.106], [3.301, -4.592, -0.472], [3.125, -6.744, 0.690], [1.952, -6.891, 2.860], [0.976, -4.867, 3.889], [1.181, -2.696, 2.774], [4.073, 0.566, -0.378], [5.140, 2.334, 0.959], [4.726, 2.456, 3.395], [3.252, 0.811, 4.492], [2.222, -0.989, 3.193], [-0.566, -0.697, -2.597], [-0.631, -2.377, -2.101], [-0.720, -3.350, -2.996], [-0.455, -4.684, -2.611], [-0.376, -4.983, -1.324], [-0.700, -3.965, -0.292], [-0.554, -2.599, -0.796], [-0.785, -3.108, -3.974], [-0.309, -5.383, -3.421], [-0.155, -5.990, -0.999], [-0.099, -4.075, 0.602], [-5.606, -0.269, 4.059], [-4.957, 1.416, 3.345], [-3.474, 2.163, 4.357], [-6.356, 2.705, 2.938], [-4.085, 0.768, 1.103], [-5.012, -0.503, -0.002], [-6.406, -0.436, 0.025], [-7.157, -1.185, -0.873], [-6.520, -2.014, -1.784], [-5.132, -2.111, -1.796], [-4.385, -1.356, -0.912], [-2.961, 1.910, -0.003], [-2.380, 3.061, 0.538], [-1.693, 3.950, -0.274], [-1.572, 3.699, -1.636], [-2.147, 2.563, -2.190], [-2.846, 1.676, -1.379], [-5.876, -0.131, 5.107], [-4.844, -1.047, 4.002], [-6.489, -0.605, 3.517], [-3.871, 2.539, 5.301], [-3.000, 2.995, 3.839], [-2.724, 1.404, 4.577], [-6.698, 3.145, 3.875], [-7.205, 2.221, 2.458], [-5.997, 3.508, 2.295], [-6.917, 0.205, 0.735], [-8.237, -1.125, -0.856], [-7.107, -2.600, -2.478], [-4.645, -2.790, -2.485], [-3.305, -1.466, -0.863], [-2.479, 3.277, 1.596], [-1.279, 4.856, 0.151], [-1.060, 4.411, -2.273], [-2.091, 2.391, -3.257], [-3.354, 0.832, -1.830], [-1.763, -0.893, 2.058], [-2.719, -4.397, 0.399]], "mulliken_spin": [0.98, 0.00, 0.00, 0.00, 0.00, 0.00, 0.00, 0.00, 0.00, 0.01, 0.00, 0.02, -0.08, 0.05, 0.00, 0.00, 0.00, 0.00, 0.00, 0.00, 0.00, 0.00, 0.00, 0.00, 0.00, 0.08, 0.00, 0.01, 0.00, 0.00, 0.00, 0.01, -0.04, 0.02, 0.00, 0.01, 0.00, 0.01, 0.00, 0.00, 0.00, 0.00, 0.00, 0.00, 0.00, 0.00, 0.00, 0.00, 0.00, 0.00, 0.00, 0.00, 0.00, 0.00, 0.00, 0.00, 0.00, -0.04, 0.05, 0.00, 0.00, 0.00, 0.03, -0.04, 0.00, 0.00, 0.00, -0.01, 0.00, 0.00, 0.00, 0.00, -0.01, -0.02, 0.00, 0.00, 0.00, 0.00, -0.02, 0.00, 0.00, 0.00, 0.00, 0.00, 0.01, 0.00, 0.00, 0.00, 0.00, 0.00, 0.00, 0.00, 0.00, 0.00, 0.00, 0.00, 0.00, 0.00, 0.01, 0.00, 0.00, 0.00, 0.00, 0.00, -0.04, 0.00]}

# 2
{"formula": "C15H21Br4ClO6RuSb", "method": "the ωB97M-V functional and the def2-TZVPD basis", "mol_weight_g_mol": 875.2, "de_lowest_kj_mol": 48.6, "largest_force_ev_per_a": 0.622, "gap_ev": [8.334, 6.430], "multiplicity": 6, "homo_ha": [-0.307, -0.333], "total_energy_ev": -329981.82138, "symbols": ["Ru", "Br", "C", "C", "Br", "C", "Br", "C", "O", "C", "O", "C", "Br", "O", "Cl", "O", "O", "O", "C", "C", "C", "Sb", "C", "C", "C", "C", "C", "C", "H", "H", "H", "H", "H", "H", "H", "H", "H", "H", "H", "H", "H", "H", "H", "H", "H", "H", "H", "H", "H"], "coordinates": [[-0.579, 0.990, 1.942], [-4.754, -3.978, 4.930], [-3.587, -3.100, 3.759], [-3.239, -3.726, 2.504], [-3.970, -5.397, 2.072], [-2.392, -3.108, 1.630], [-1.885, -3.833, -0.023], [-1.833, -1.831, 1.948], [-1.028, -1.211, 1.202], [-2.195, -1.198, 3.213], [-1.686, -0.065, 3.468], [-3.080, -1.874, 4.099], [-3.481, -0.990, 5.699], [1.465, 2.199, 2.669], [0.640, 3.392, 2.428], [1.296, 4.582, 2.797], [0.280, 3.361, 1.016], [-0.603, 3.167, 3.172], [2.299, 1.758, -2.934], [1.951, 1.951, -1.463], [3.216, 2.168, -0.633], [0.726, 0.465, -0.515], [-1.168, 0.579, -1.534], [-1.141, 0.960, -3.007], [-2.078, 1.518, -0.746], [1.334, -1.512, -1.069], [2.015, -1.666, -2.423], [2.163, -2.156, 0.039], [2.759, 2.671, -3.321], [1.436, 1.532, -3.561], [3.028, 0.956, -3.066], [1.315, 2.836, -1.360], [3.873, 1.295, -0.690], [3.000, 2.355, 0.418], [3.780, 3.021, -1.019], [-1.546, -0.442, -1.425], [-0.738, 1.965, -3.153], [-2.152, 0.955, -3.425], [-0.537, 0.272, -3.601], [-1.709, 2.547, -0.735], [-2.218, 1.214, 0.311], [-3.088, 1.536, -1.164], [0.360, -2.010, -1.096], [3.011, -1.221, -2.416], [1.452, -1.213, -3.241], [2.140, -2.727, -2.654], [3.135, -1.667, 0.142], [2.351, -3.208, -0.191], [1.660, -2.111, 1.006]], "nbo_charge": [1.23, 0.15, -0.12, -0.13, 0.14, -0.21, 0.12, 0.41, -0.69, 0.33, -0.68, -0.20, 0.14, -0.85, 2.51, -0.76, -0.86, -0.84, -0.62, -0.52, -0.63, 1.14, -0.53, -0.62, -0.60, -0.52, -0.62, -0.62, 0.21, 0.21, 0.20, 0.23, 0.20, 0.23, 0.21, 0.23, 0.21, 0.21, 0.21, 0.22, 0.17, 0.22, 0.23, 0.20, 0.21, 0.21, 0.20, 0.21, 0.22]}

# 3
{"formula": "H3N2PS", "method": "the ωB97M-V functional and the def2-TZVPD basis", "mol_weight_g_mol": 94.1, "de_lowest_kj_mol": 222.0, "largest_force_ev_per_a": 5.026, "gap_ev": [7.215, 5.809], "multiplicity": 1, "homo_ha": [-0.305, -0.269], "total_energy_ev": -23148.91932, "symbols": ["N", "N", "P", "S", "H", "H", "H"], "coordinates": [[-0.528, -0.215, 0.623], [-0.254, -1.327, -0.098], [0.905, 2.239, 0.409], [0.556, 3.051, -1.382], [-0.991, -1.438, -0.916], [0.024, -2.282, 0.061], [0.288, -0.028, 1.303]], "nbo_charge": [-0.42, -0.59, 0.32, -0.35, 0.36, 0.38, 0.30]}

# 4
{"formula": "C5H16N6Na5O7", "method": "the ωB97M-V functional and the def2-TZVPD basis", "mol_weight_g_mol": 387.2, "total_charge": 3, "largest_force_ev_per_a": 3.699, "gap_ev": 5.021, "multiplicity": 1, "homo_ha": -0.599, "total_energy_ev": -50782.66372, "symbols": ["Na", "Na", "Na", "Na", "Na", "C", "O", "O", "O", "C", "O", "N", "N", "H", "H", "H", "H", "C", "O", "N", "N", "H", "H", "H", "H", "C", "O", "N", "N", "H", "H", "H", "H", "C", "O", "H", "H", "H", "H"], "coordinates": [[0.377, 3.860, 1.267], [-2.460, 1.039, 1.149], [2.991, 1.670, 2.112], [0.627, 1.480, -2.559], [0.139, 0.311, 3.687], [0.588, 0.816, 0.337], [1.135, 1.888, -0.026], [0.888, 0.245, 1.441], [-0.468, 0.480, -0.270], [-1.957, -2.123, 1.895], [-1.952, -1.034, 2.528], [-1.168, -2.309, 0.804], [-2.688, -3.172, 2.271], [-0.517, -1.561, 0.612], [-0.970, -3.275, 0.599], [-3.199, -3.162, 3.139], [-2.461, -4.091, 1.927], [3.084, -2.877, -0.376], [3.158, -3.926, -0.991], [1.927, -2.224, -0.039], [4.147, -2.218, 0.104], [1.072, -2.737, -0.161], [1.908, -1.384, 0.513], [4.035, -1.566, 0.850], [5.028, -2.512, -0.293], [-3.650, 0.709, -1.951], [-3.107, 1.773, -1.624], [-3.264, -0.504, -1.506], [-4.769, 0.659, -2.742], [-2.467, -0.455, -0.900], [-3.758, -1.334, -1.768], [-5.352, -0.112, -2.482], [-4.950, 1.556, -3.165], [3.102, 4.681, -0.664], [3.108, 3.393, -1.250], [2.458, 4.788, 0.218], [4.120, 5.062, -0.585], [2.668, 5.399, -1.370], [2.598, 2.763, -0.730]], "nbo_charge": [0.99, 0.97, 0.98, 0.99, 0.99, 0.94, -0.99, -0.99, -0.88, 0.79, -0.85, -0.84, -0.78, 0.43, 0.41, 0.43, 0.42, 0.76, -0.59, -0.88, -0.85, 0.39, 0.38, 0.36, 0.43, 0.77, -0.75, -0.85, -0.83, 0.40, 0.42, 0.41, 0.43, -0.25, -0.74, 0.07, 0.23, 0.21, 0.48]}

# 5
{"formula": "C6H10O", "method": "the ωB97M-V functional and the def2-TZVPD basis", "mol_weight_g_mol": 98.1, "de_lowest_kj_mol": 267.1, "total_charge": 1, "largest_force_ev_per_a": 3.399, "gap_ev": [9.219, 6.210], "multiplicity": 2, "homo_ha": [-0.544, -0.540], "total_energy_ev": -8420.38535, "symbols": ["C", "C", "C", "C", "C", "C", "H", "H", "H", "H", "H", "H", "H", "H", "H", "H", "O"], "coordinates": [[1.719, -0.721, 0.500], [2.538, 0.140, -0.127], [-0.005, -1.427, -1.148], [0.292, -0.854, 0.061], [-0.751, -0.498, 1.063], [-2.073, -0.471, 0.701], [2.022, -1.464, 1.255], [3.569, 0.358, 0.079], [2.032, 0.921, -0.704], [-0.973, -1.697, -1.573], [0.811, -1.788, -1.773], [-0.633, -0.301, 2.138], [-2.860, -0.069, 1.330], [-2.329, -0.677, -0.344], [-1.193, 3.565, -0.233], [-0.975, 2.120, -0.325], [-1.191, 2.864, -0.899]], "nbo_charge": [-0.28, -0.28, -0.08, 0.05, -0.19, -0.10, 0.26, 0.24, 0.21, 0.22, 0.24, 0.27, 0.24, 0.20, 0.48, 0.44, -0.91]}

# 6
{"formula": "C5H4O2", "method": "the ωB97M-V functional and the def2-TZVPD basis", "mol_weight_g_mol": 96.1, "de_lowest_kj_mol": 9.4, "smiles": "O=c1cccco1", "largest_force_ev_per_a": 0.352, "gap_ev": 9.466, "multiplicity": 1, "homo_ha": -0.338, "total_energy_ev": -9344.08463, "symbols": ["O", "C", "O", "C", "C", "C", "C", "H", "H", "H", "H"], "coordinates": [[2.257, -1.395, -0.519], [1.285, -0.806, -0.139], [0.130, -1.552, 0.117], [-1.084, -0.971, 0.091], [-1.255, 0.358, -0.018], [-0.082, 1.188, 0.073], [1.144, 0.627, 0.094], [-1.882, -1.703, 0.177], [-2.247, 0.778, -0.127], [-0.196, 2.267, 0.153], [2.059, 1.200, 0.203]], "nbo_charge": [-0.55, 0.73, -0.46, 0.21, -0.36, -0.13, -0.34, 0.20, 0.23, 0.22, 0.24]}